No. 1
{
  "formula": "C23H36FeO21",
  "method": "ωB97M-V/def2-TZVPD",
  "species": ["Fe", "O", "C", "C", "O", "H", "H", "H", "H", "C", "C", "C", "O", "C", "C", "C", "O", "O", "O", "H", "H", "C", "O", "C", "O", "O", "C", "H", "H", "H", "H", "H", "H", "C", "O", "C", "O", "O", "C", "H", "H", "H", "H", "H", "H", "C", "O", "C", "O", "O", "C", "H", "H", "H", "H", "H", "H", "C", "O", "C", "O", "O", "C", "H", "H", "H", "H", "H", "H", "C", "O", "C", "O", "O", "C", "H", "H", "H", "H", "H", "H"],
  "positions_angstrom": [[1.981799, 3.129513, 1.766439], [3.028659, 1.312783, 1.947709], [2.131579, 0.355763, 1.420209], [1.171959, 0.802203, 0.237779], [0.862239, 2.207863, 0.064029], [1.546339, 0.066283, 2.293019], [2.614499, -0.581687, 1.144399], [0.260849, 0.225043, 0.080079], [1.771719, 0.576443, -0.643941], [4.987159, 4.220493, -2.921131], [4.003449, 4.516163, -1.744081], [4.412229, 3.970743, -0.245181], [3.583459, 3.915133, 0.665329], [5.819589, 3.612603, -0.095871], [6.679699, 3.305433, -1.180421], [6.232079, 3.723453, -2.578531], [7.038189, 3.518263, -3.634111], [7.752489, 2.696953, -0.815741], [2.975659, 5.161413, -1.870251], [4.822329, 4.453883, -3.962641], [6.114169, 3.314153, 0.899399], [-2.536411, -0.915627, -2.259921], [-3.573471, -0.021607, -2.455001], [-3.319221, 1.421043, -2.639001], [-2.208681, 1.949063, -2.545951], [-4.464611, 2.023233, -2.937471], [-4.451711, 3.420493, -3.335951], [-2.313931, -1.568717, -3.103771], [-2.868011, -1.664177, -1.540331], [-1.626931, -0.385967, -1.976351], [-3.677431, 3.609323, -4.079541], [-4.247531, 4.057073, -2.475031], [-5.317031, 3.731653, -3.921181], [-1.920651, -5.359137, 7.425499], [-1.425531, -4.522587, 6.437999], [-0.117171, -4.468457, 6.149819], [0.763239, -5.159697, 6.637099], [0.123819, -3.425747, 5.339479], [1.316369, -3.167057, 4.609009], [-1.497921, -5.364557, 8.430179], [-1.941351, -6.411387, 7.141889], [-2.963341, -5.043637, 7.462389], [2.263729, -3.149057, 5.147779], [1.229249, -2.210737, 4.093279], [1.246659, -3.794647, 3.720539], [-1.606001, 2.307713, -6.740601], [-1.226001, 0.987623, -6.340851], [-0.138561, 0.840503, -5.559701], [0.703869, 1.618373, -5.260111], [-0.312081, -0.353127, -4.985681], [0.746409, -0.885857, -4.229241], [-2.677591, 2.303563, -6.940031], [-1.153301, 2.672653, -7.662551], [-1.584811, 2.955533, -5.864251], [1.693399, -1.036787, -4.747431], [0.389409, -1.768007, -3.697761], [1.052089, -0.256167, -3.393691], [-0.853421, 1.035043, 3.996029], [-2.105521, 0.365923, 3.677519], [-2.799481, 0.884393, 2.609279], [-2.309091, 1.513973, 1.663539], [-3.961441, 0.399893, 2.740349], [-4.845501, 0.393223, 1.630369], [-0.582921, 1.762233, 3.230449], [0.005649, 0.367033, 3.933879], [-0.819621, 1.454893, 5.001359], [-5.347611, 1.328303, 1.382149], [-5.623481, -0.296667, 1.957309], [-4.388901, -0.107437, 0.776579], [-1.644991, -2.383767, 1.574669], [-1.069461, -3.130147, 0.476909], [0.204899, -3.515407, 0.441189], [1.005929, -3.658737, 1.319459], [0.490939, -3.647297, -0.882631], [1.777759, -3.455747, -1.362511], [-1.247911, -2.758377, 2.518119], [-2.731581, -2.460427, 1.535409], [-1.496151, -1.306907, 1.495169], [2.238559, -4.369077, -0.986231], [2.232809, -2.529327, -1.012131], [1.721469, -3.353577, -2.446251]],
  "forces_ev_per_a": [[2.0, -2.7, -4.1], [-1.5, 1.3, -0.5], [-1.1, 0.8, 1.1], [1.4, 1.9, -1.1], [0.8, -0.5, 3.3], [-0.9, -0.5, 0.3], [0.5, 0.0, -0.5], [-0.4, -0.5, 0.8], [0.3, -0.2, -0.5], [-1.8, 0.3, 4.8], [1.7, -0.7, -1.7], [4.3, -0.2, -3.0], [-2.5, 0.5, 2.3], [-3.9, 0.9, -0.1], [1.7, -0.9, 2.4], [2.5, -1.3, -5.1], [-1.0, 0.3, 3.3], [-1.7, 1.3, -2.3], [-0.3, 0.0, 0.3], [-0.4, 0.2, 0.2], [0.2, -0.2, 0.1], [1.4, -0.7, 0.4], [-1.8, 4.2, -1.0], [3.5, -1.3, 0.4], [-3.3, -1.7, -0.4], [-0.9, -0.2, -0.3], [1.4, 0.0, -0.3], [-0.1, 0.6, -0.8], [0.1, 0.4, 0.7], [0.1, -0.2, 0.3], [0.6, -0.3, 0.3], [-0.2, -0.1, -0.1], [-0.7, -0.7, 0.8], [-1.4, -1.3, 0.5], [1.1, 1.1, -1.1], [2.6, 0.3, 0.5], [-1.4, 0.2, -0.5], [-1.8, 0.1, 0.8], [0.1, -0.3, -1.4], [0.5, 0.8, -0.2], [0.3, -0.1, -0.4], [0.0, -0.1, 0.4], [-0.3, -0.6, 0.2], [-0.4, 0.4, 0.7], [0.8, -0.6, 0.3], [-0.9, 0.0, 0.7], [-0.1, 0.4, -0.9], [-1.0, -0.2, 1.4], [0.5, 0.6, -0.8], [0.0, -1.0, -0.6], [0.9, 0.3, 1.7], [-0.1, -0.7, -0.2], [0.6, 0.0, 0.4], [0.9, 0.4, -0.3], [-0.4, -0.3, -0.6], [-0.1, -0.3, -0.7], [-0.3, 0.7, -0.1], [0.8, -0.2, -0.7], [0.8, 1.5, 0.1], [4.9, 1.0, -1.7], [-1.6, -1.2, 2.4], [-3.3, -0.6, 0.1], [-0.8, -1.2, -0.1], [-0.5, 0.3, 0.1], [-0.4, -0.7, 0.0], [-0.7, 0.1, -0.1], [0.7, 0.2, 0.1], [-0.2, 0.1, 0.0], [0.2, 0.6, -0.2], [0.3, -0.2, 0.4], [-0.9, 0.3, 0.2], [0.7, 1.1, -1.4], [-0.4, -0.1, 0.4], [-2.9, 0.6, 0.5], [1.0, -0.6, 0.5], [-0.1, 0.1, 0.0], [0.1, -0.7, -0.1], [0.8, -0.1, -0.3], [1.4, 0.4, -0.7], [0.1, -0.1, 0.4], [0.0, -0.5, 0.1]],
  "mulliken_spin": [3.75, 0.10, -0.02, 0.00, 0.09, 0.01, 0.01, 0.00, 0.00, 0.00, 0.00, -0.01, 0.04, 0.02, 0.00, 0.00, 0.00, 0.01, 0.00, 0.00, 0.00, 0.00, 0.00, 0.00, 0.00, 0.00, 0.00, 0.00, 0.00, 0.00, 0.00, 0.00, 0.00, 0.00, 0.00, 0.00, 0.00, 0.00, 0.00, 0.00, 0.00, 0.00, 0.00, 0.00, 0.00, 0.00, 0.00, 0.00, 0.00, 0.00, 0.00, 0.00, 0.00, 0.00, 0.00, 0.00, 0.00, 0.02, 0.00, 0.00, 0.00, 0.00, 0.00, -0.01, 0.00, 0.00, 0.00, 0.00, 0.00, 0.00, 0.00, 0.00, 0.00, 0.00, 0.00, 0.00, 0.00, 0.00, 0.00, 0.00, 0.00],
  "de_lowest_kcal_mol": 94.2,
  "e_tot_ev": -101812.2335,
  "lumo_ha": [0.1171, 0.1171],
  "multiplicity": 5,
  "homo_lumo_gap_ev": [3.4, 3.4],
  "charge": -2
}

No. 2
{
  "formula": "C23H36I2N3S4SiV",
  "method": "ωB97M-V/def2-TZVPD",
  "species": ["V", "C", "C", "S", "C", "C", "S", "C", "C", "S", "C", "C", "S", "H", "H", "H", "H", "H", "H", "H", "H", "H", "H", "H", "H", "H", "H", "H", "H", "I", "C", "I", "H", "H", "C", "C", "N", "C", "C", "C", "C", "C", "C", "C", "C", "N", "C", "N", "H", "H", "H", "H", "H", "H", "H", "H", "H", "C", "Si", "C", "C", "H", "H", "H", "H", "H", "H", "H", "H", "H"],
  "positions_angstrom": [[-0.240611, -1.130221, 0.616272], [2.268321, 1.273030, -0.902303], [2.660943, 1.840324, 0.453830], [2.745926, 0.621949, 1.805756], [4.464092, 0.002781, 1.699107], [4.786805, -0.881187, 0.490161], [3.276925, -1.773151, 0.021061], [3.835155, -2.876393, -1.316218], [2.619297, -3.678742, -1.795831], [1.035826, -2.772086, -1.717843], [1.404916, -1.364881, -2.815153], [0.512669, -0.166144, -2.545416], [0.586004, 0.566183, -0.877429], [2.956360, 0.494514, -1.219841], [2.244694, 2.078830, -1.639883], [1.920334, 2.569271, 0.783272], [3.626902, 2.340191, 0.385319], [4.566909, -0.560712, 2.626324], [5.128655, 0.864210, 1.740917], [5.564682, -1.603318, 0.738283], [5.118382, -0.284904, -0.361820], [4.612344, -3.538365, -0.936963], [4.254610, -2.277349, -2.125603], [2.448605, -4.542167, -1.153763], [2.749491, -4.021980, -2.820250], [1.246249, -1.696956, -3.841448], [2.455596, -1.106152, -2.692302], [-0.538083, -0.423456, -2.684428], [0.757166, 0.629088, -3.249227], [-1.221108, -3.468532, 1.823784], [-0.101088, -3.988581, 3.598744], [1.844425, -3.154939, 3.586908], [-0.015431, -5.067175, 3.616767], [-0.641782, -3.613186, 4.458746], [-3.198695, -2.138483, -2.156998], [-2.173837, -2.150611, -1.233555], [-1.848230, -1.078140, -0.486363], [-2.591820, 0.030423, -0.649907], [-3.657819, 0.126506, -1.535473], [-3.963682, -0.993305, -2.308763], [-4.522514, 1.317666, -1.570702], [-4.164873, 2.598913, -1.508893], [-2.810948, 3.177497, -1.571571], [-2.491091, 4.279953, -0.778923], [-1.233825, 4.832878, -0.937317], [-0.369186, 4.371485, -1.838997], [-0.778981, 3.334412, -2.553676], [-1.932678, 2.689352, -2.452970], [-3.404481, -3.026894, -2.737487], [-1.580609, -3.043023, -1.096233], [-2.348748, 0.869300, -0.009334], [-4.789845, -0.970268, -3.007183], [-5.583539, 1.094604, -1.606259], [-4.951611, 3.341941, -1.435230], [-3.201581, 4.671539, -0.064009], [-0.904743, 5.680001, -0.346443], [-0.093459, 2.982203, -3.318655], [-0.082164, -0.049953, 4.239248], [-0.954708, 0.222585, 2.559010], [-2.796386, -0.131064, 2.973563], [-0.832936, 2.105210, 2.218125], [-0.493453, 0.633094, 4.987817], [0.991249, 0.129367, 4.177830], [-0.238857, -1.065745, 4.610782], [-3.225781, 0.695671, 3.545037], [-2.880871, -1.028941, 3.589881], [-3.414128, -0.281984, 2.083904], [-1.377350, 2.669810, 2.979517], [-1.241743, 2.384035, 1.242537], [0.209754, 2.430183, 2.248188]],
  "forces_ev_per_a": [[2.2, -0.4, 0.8], [-0.2, 0.1, 0.0], [-0.1, -0.4, 0.2], [0.1, 0.1, 0.1], [-0.4, 0.1, -0.1], [-0.2, -0.2, -0.2], [0.1, -0.3, 0.1], [-0.1, 0.3, 0.3], [-0.1, 0.3, 0.3], [-0.1, 0.0, -0.3], [0.0, -0.2, 0.2], [-0.1, 0.2, 0.1], [0.4, -0.1, -0.1], [0.0, 0.0, 0.0], [0.0, 0.0, 0.0], [0.1, 0.1, 0.0], [0.0, 0.1, 0.0], [0.1, 0.0, 0.0], [0.1, -0.1, 0.1], [0.1, 0.1, 0.0], [0.1, 0.0, 0.0], [0.0, -0.1, -0.1], [0.0, 0.0, 0.0], [0.0, 0.0, 0.0], [0.1, -0.1, 0.0], [0.0, 0.1, 0.0], [0.0, 0.0, 0.0], [0.0, 0.1, -0.1], [-0.1, 0.0, -0.1], [0.2, -0.1, 0.2], [0.2, 0.3, -0.1], [-0.1, -0.2, 0.0], [-0.1, 0.0, -0.1], [-0.1, 0.0, -0.1], [0.0, 0.1, -0.1], [-0.2, 0.0, -0.3], [-1.7, -0.2, -1.3], [-0.1, 0.1, 0.2], [0.0, -0.2, -0.1], [0.1, 0.1, 0.1], [0.0, 0.2, 0.1], [-0.1, -0.1, 0.0], [0.3, 0.2, 0.1], [0.0, -0.1, 0.0], [0.0, 0.0, 0.0], [0.1, 0.1, 0.0], [0.1, -0.1, 0.0], [-0.2, -0.1, -0.1], [0.0, 0.0, 0.0], [0.0, 0.0, 0.1], [0.0, 0.0, 0.0], [0.0, 0.0, 0.0], [0.0, 0.0, 0.0], [-0.1, 0.0, 0.0], [0.0, 0.1, 0.0], [-0.1, 0.0, 0.0], [0.0, -0.1, 0.0], [-0.1, 0.1, -0.3], [-0.2, 0.4, 0.8], [0.2, 0.1, -0.2], [-0.1, -0.2, 0.0], [0.0, 0.0, 0.0], [0.0, 0.0, 0.0], [0.0, 0.0, 0.0], [0.0, 0.0, 0.0], [0.0, 0.0, 0.0], [0.0, 0.0, 0.0], [0.0, 0.0, 0.0], [0.0, 0.0, 0.0], [0.0, 0.0, 0.0]],
  "mulliken_spin": [1.13, 0.00, 0.00, 0.00, 0.00, 0.00, 0.00, 0.00, 0.00, 0.00, -0.01, 0.00, -0.02, 0.00, 0.00, 0.00, 0.00, 0.00, 0.00, 0.00, 0.00, 0.00, 0.00, 0.00, 0.00, 0.00, 0.00, 0.00, 0.00, -0.01, -0.01, 0.00, 0.00, 0.00, 0.00, 0.01, -0.06, 0.02, 0.00, 0.00, 0.00, 0.00, 0.00, 0.00, 0.00, 0.00, 0.00, 0.00, 0.00, 0.00, -0.01, 0.00, 0.00, 0.00, 0.00, 0.00, 0.00, 0.01, -0.08, 0.01, -0.01, 0.00, 0.00, 0.00, 0.00, 0.00, 0.00, 0.00, 0.01, 0.00],
  "de_lowest_kcal_mol": 33.8,
  "e_tot_ev": -122006.2764,
  "lumo_ha": [-0.1060, -0.1080],
  "multiplicity": 2,
  "homo_lumo_gap_ev": [7.1, 6.3],
  "charge": 1
}

No. 3
{
  "formula": "C23H36N6S",
  "method": "ωB97M-V/def2-TZVPD",
  "species": ["C", "H", "H", "H", "C", "N", "C", "C", "H", "H", "H", "H", "H", "C", "H", "H", "C", "N", "C", "N", "C", "C", "C", "C", "N", "C", "N", "C", "H", "C", "N", "C", "C", "H", "H", "H", "H", "H", "C", "C", "H", "H", "H", "H", "H", "H", "H", "C", "C", "C", "H", "H", "H", "H", "C", "C", "H", "H", "H", "H", "S", "H", "H", "H", "H", "H"],
  "positions_angstrom": [[-5.461636, -0.453105, -4.610587], [-5.640735, -0.264062, -3.555424], [-5.012780, 0.438631, -5.039971], [-6.420636, -0.625025, -5.092533], [-4.550917, -1.658082, -4.820896], [-3.241291, -1.444532, -4.222453], [-2.152607, -2.074978, -4.951337], [-1.694567, -1.198698, -6.113523], [-1.374577, -0.228527, -5.742519], [-0.862884, -1.669792, -6.631502], [-2.500339, -1.042589, -6.825569], [-2.441489, -3.071214, -5.324753], [-1.312814, -2.212966, -4.266549], [-3.204693, -1.681187, -2.792153], [-4.210145, -1.543270, -2.390093], [-2.872999, -2.700197, -2.536925], [-2.275581, -0.654014, -2.123637], [-2.664686, 0.669690, -2.560279], [-3.341536, 1.571163, -1.813810], [-3.094547, 1.686009, -0.480616], [-1.922320, 1.420366, 0.237862], [-0.688235, 1.311147, -0.364292], [0.461342, 1.065030, 0.401069], [0.349842, 0.950545, 1.812148], [1.401260, 0.726351, 2.615969], [2.609388, 0.617813, 2.094523], [3.645669, 0.488022, 2.971364], [4.938009, -0.058660, 2.639915], [5.170450, 0.075683, 1.585710], [4.993528, -1.546790, 3.001595], [4.736156, -1.709778, 4.419742], [4.912403, -3.078645, 4.874016], [6.384192, -3.471755, 4.941487], [6.816572, -3.584503, 3.950926], [6.486112, -4.419086, 5.464634], [6.940832, -2.710147, 5.480450], [4.491517, -3.140147, 5.880910], [4.361778, -3.793342, 4.235935], [3.419749, -1.183710, 4.739984], [3.358571, 0.300317, 4.376932], [2.366659, 0.700743, 4.579072], [4.112959, 0.844066, 4.953087], [3.246701, -1.302575, 5.811578], [2.621051, -1.717715, 4.194206], [5.987306, -1.932908, 2.772318], [4.252276, -2.095936, 2.388863], [5.688966, 0.473446, 3.233447], [2.818243, 0.718286, 0.688871], [1.768068, 0.937080, -0.154418], [1.981869, 1.046454, -1.632588], [1.406727, 0.285346, -2.158726], [1.657442, 2.022135, -1.991461], [3.033245, 0.918919, -1.878866], [3.812217, 0.636748, 0.277741], [-0.923867, 1.084191, 2.405078], [-2.029381, 1.313215, 1.638958], [-3.002570, 1.420098, 2.096998], [-0.993068, 1.004626, 3.478449], [-0.605553, 1.439033, -1.430936], [-3.769656, 2.270330, -0.003739], [-4.480046, 2.557300, -2.504487], [-2.968723, 0.642610, -3.531143], [-2.341533, -0.737756, -1.039153], [-1.238198, -0.834692, -2.424924], [-5.030522, -2.567331, -4.421256], [-4.412070, -1.805439, -5.893359]],
  "forces_ev_per_a": [[0.1, -0.3, -0.1], [0.0, 0.1, 0.1], [0.0, 0.1, 0.0], [-0.2, 0.0, 0.0], [-0.2, 0.2, 0.0], [0.0, -0.1, 0.0], [0.1, 0.2, -0.2], [0.0, -0.3, 0.2], [0.0, 0.1, 0.0], [0.1, 0.0, -0.1], [-0.1, 0.0, -0.1], [0.0, 0.0, 0.1], [0.0, -0.1, 0.0], [0.2, 0.2, 0.1], [0.0, 0.0, 0.0], [-0.1, 0.0, 0.0], [0.0, -0.4, 0.1], [0.0, 0.1, 0.1], [-0.1, 0.1, -0.2], [-0.3, -0.2, 0.2], [0.7, -0.1, -0.1], [-0.3, 0.1, 0.1], [0.0, -0.1, 0.6], [-0.1, 0.1, -0.7], [0.6, -0.2, 0.2], [-0.7, 0.3, 0.0], [0.3, 0.1, 0.2], [0.2, -0.3, -0.2], [0.0, 0.0, 0.1], [0.2, 0.2, 0.0], [-0.1, 0.0, 0.0], [0.2, 0.0, 0.0], [-0.3, 0.0, 0.0], [0.1, 0.0, -0.1], [0.1, -0.1, 0.0], [0.1, 0.1, 0.1], [0.0, 0.0, -0.1], [0.0, 0.0, 0.1], [0.0, 0.3, 0.0], [-0.3, -0.1, 0.3], [0.2, 0.0, 0.1], [0.0, 0.0, 0.0], [0.0, 0.0, 0.0], [0.0, 0.0, 0.0], [0.0, 0.0, -0.1], [0.1, 0.0, 0.0], [0.0, 0.0, -0.1], [-0.1, 0.0, -0.3], [0.2, -0.1, 0.2], [0.0, 0.0, 0.1], [0.0, 0.0, -0.1], [0.0, 0.0, -0.1], [0.0, 0.0, 0.0], [0.0, 0.0, -0.1], [-0.1, 0.1, -0.1], [0.1, 0.0, 0.0], [-0.1, 0.0, 0.1], [0.0, 0.0, 0.1], [0.0, 0.0, -0.1], [0.1, -0.1, -0.3], [-0.4, 0.4, -0.2], [0.0, 0.2, 0.2], [0.1, 0.0, -0.1], [0.0, -0.1, 0.1], [0.1, 0.0, -0.1], [0.0, -0.1, 0.0]],
  "mulliken_charge": [-1.19, 0.24, 0.29, 0.45, -0.77, 0.89, -0.87, -1.20, 0.26, 0.42, 0.30, 0.39, 0.40, -1.68, 0.48, 0.29, -0.10, 0.06, -0.17, -0.07, -0.36, 0.33, 1.01, -1.26, -0.30, 0.97, 0.05, -1.19, 0.42, -0.46, 0.01, -0.49, -1.30, 0.33, 0.42, 0.34, 0.40, 0.32, -0.73, -0.91, 0.49, 0.32, 0.49, 0.34, 0.44, 0.26, 0.38, -0.22, 0.57, -1.84, 0.29, 0.40, 0.34, 0.16, -0.87, -0.75, 0.45, 0.48, 0.72, 0.30, -0.37, 0.21, 0.55, 0.12, 0.34, 0.41],
  "de_lowest_kcal_mol": 2.8,
  "e_tot_ev": -44212.1105,
  "smiles": "CCN(CC)CCNC(=S)Nc1ccc2nc(N3CCN(CC)CC3)cc(C)c2c1",
  "lumo_ha": 0.0155,
  "multiplicity": 1,
  "homo_lumo_gap_ev": 7.8,
  "charge": 0
}